23
Properties=species:S:1:pos:R:3 method="wB97M-V/def2-TZVPD" e_above_lowest_kcal_mol=38.2 e_homo_ev=-8.9 lumo_ev=1.01 homo_lumo_gap_ev=9.88
C -0.37 0.99 2.38
C -1.43 1.82 1.59
H -0.44 1.29 3.35
H -0.49 -0.04 2.17
H 0.63 1.25 2.04
H -0.97 2.04 0.57
H -2.35 1.14 1.68
H -1.54 2.71 2.28
C -1.05 -1.54 -2.39
C 1.97 -0.07 0.17
C 1.22 -1.17 0.59
C 1.75 0.57 -1.09
C 0.12 -1.65 -0.19
C 0.80 0.06 -1.92
C -0.03 -1.01 -1.44
H 2.70 0.38 0.85
H 1.38 -1.57 1.50
H 2.20 1.56 -1.39
H -0.49 -2.40 0.26
H 0.68 0.62 -2.86
H -0.94 -2.57 -2.83
H -1.21 -0.86 -3.32
H -2.13 -1.55 -2.04